Molecular formula: C24H36N4O6S
Method: DFT, ωB97M-V with the def2-TZVPD basis set

Cartesian coordinates (Å):
S 2.2449 -0.6631 -1.2721
O 2.9897 -0.6471 -2.4923
O -2.3407 4.4134 1.6080
O 1.0003 4.8270 0.4432
O -1.8489 2.3391 -1.8525
O 4.5685 -2.6973 1.9188
O 1.0463 -1.4629 -1.2195
N 3.3070 -1.1344 -0.0468
N -2.6007 0.3068 -1.1988
N -2.7436 -2.2528 -0.1796
N -0.9676 2.8526 0.7154
C 0.6310 1.2453 -0.1782
C -2.5197 -2.1736 2.7063
C 1.2543 3.5526 0.0611
C -5.2216 -1.9991 -0.0426
C 2.6288 -1.4289 1.1977
C -2.1490 1.5463 -0.9834
C -3.9415 -2.5090 0.6260
C 2.7879 1.9997 -0.9528
C 4.2015 -2.2140 -0.4253
C -1.3948 -4.2329 0.6637
C -2.0239 -1.6727 -2.4916
C -1.3170 -1.9794 1.7921
C -3.7882 -1.7723 1.9657
C -2.0625 1.9274 0.5061
C -2.6538 -0.2824 -2.5196
C -0.0332 4.9963 1.3898
C 3.6855 -1.6647 2.2803
C -1.2397 4.0835 1.2277
C -1.5062 -2.7130 0.4598
C 0.2989 2.5346 0.2179
C -2.8083 -2.6356 -1.5902
C 5.2168 -2.4099 0.7001
C 1.8606 0.9969 -0.7563
C 2.4829 3.2813 -0.5318
H 2.0017 -0.5736 1.4539
H -4.6596 -1.9835 2.5880
H -2.5881 -3.2170 3.0174
H 4.6858 -1.9264 -1.3574
H -3.6999 -0.3497 -2.8445
H -2.1208 0.3798 -3.2062
H -3.8469 -2.6237 -1.9154
H -5.5660 -2.6601 -0.8334
H -4.0683 -3.5869 0.8266
H -2.0234 -2.0777 -3.5043
H -1.9500 1.0483 1.1462
H -2.1612 -4.6141 1.3329
H -0.4073 -2.3377 2.2764
H 3.6399 -3.1466 -0.5805
H -2.9737 2.4630 0.7919
H -0.4223 -4.4625 1.0912
H 0.3649 4.8386 2.4066
H -0.6888 -2.4149 -0.2050
H -2.7060 -0.3984 -0.4632
H -0.0538 0.4196 -0.0885
H -0.9873 -1.5960 -2.1624
H 5.8654 -3.2616 0.4917
H 4.2454 -0.7309 2.4400
H -5.0696 -1.0030 -0.4507
H 5.8227 -1.4983 0.8054
H -6.0128 -1.9471 0.7018
H -2.4082 -1.5689 3.6090
H 3.1730 4.0982 -0.6665
H -2.4300 -3.6538 -1.7505
H -1.4736 -4.7606 -0.2831
H -3.7711 -0.6973 1.7685
H 1.9943 -2.3203 1.0888
H -1.1859 -0.9130 1.5953
H -0.3664 6.0334 1.3095
H 3.7220 1.7675 -1.4356
H 3.2172 -1.9760 3.2155

Results
E_LUMO (eV): 0.5
SMILES: C[C@@H]1CCC[C@@H](C)N1CCCNC(=O)CN1C(=O)COc2ccc(S(=O)(=O)N3CCOCC3)cc21
Energy relative to the best compared isomer or geometry (same formula, charge and spin) (eV): 1.9342
Total charge: 0
Spin multiplicity: 1